1.
Entry from the OMol25 dataset: a 2-piece molecular cluster, C3H11N3 overall at a distorted geometry (ωB97M-V/def2-TZVPD).

Results
- SMILES: C=NC.NCN
- Highest occupied orbital energy: -9.02 eV
- Kohn-Sham gap: 10.19 eV
- LUMO level: 1.166 eV
- Strongest force on any atom: 1.6 eV/Å
- Relative energy (zero: lowest compared OMol25 entry of this formula, charge and spin): 1.6710 eV

The geometry in XYZ format:
```
17
C3H11N3 ωB97M-V/def2-TZVPD
C -2.115 3.109 -1.841
C -1.081 4.063 -0.029
N -0.983 3.248 -0.967
H -2.896 3.841 -1.620
H -2.402 2.062 -1.848
H -1.778 3.251 -2.882
H -0.298 4.263 0.713
H -1.969 4.680 0.176
N 0.589 -3.266 -0.044
C 1.459 -2.638 0.913
N 2.124 -3.582 1.797
H 1.112 -3.811 -0.710
H -0.132 -3.807 0.412
H 2.194 -2.059 0.340
H 0.868 -1.980 1.534
H 2.465 -3.215 2.673
H 2.843 -4.158 1.383
```

natural (NBO) analysis output, partial charges in e: atom 1 (C): -0.445, atom 2 (C): -0.059, atom 3 (N): -0.379, atom 4 (H): 0.171, atom 5 (H): 0.214, atom 6 (H): 0.206, atom 7 (H): 0.167, atom 8 (H): 0.125, atom 9 (N): -0.835, atom 10 (C): -0.049, atom 11 (N): -0.877, atom 12 (H): 0.352, atom 13 (H): 0.360, atom 14 (H): 0.154, atom 15 (H): 0.178, atom 16 (H): 0.362, atom 17 (H): 0.355

2.
Entry from the OMol25 dataset: C13H21AlBr2CaClF3N3O8P as an isolated structure at a distorted geometry (ωB97M-V/def2-TZVPD).

Results
- Highest occupied orbital energy: -5.98 eV
- Kohn-Sham gap: 1.91 eV
- LUMO level: -4.072 eV
- Strongest force on any atom: 4.1 eV/Å

The geometry in XYZ format:
```
54
C13H21AlBr2CaClF3N3O8P ωB97M-V/def2-TZVPD
O 0.180 4.372 -3.016
P 1.409 4.082 -3.791
O 1.822 5.405 -4.707
O 2.633 3.824 -2.743
C 0.989 2.555 -4.828
C 0.711 1.426 -3.836
N 1.735 0.990 -3.032
C 1.136 0.011 -2.259
C 1.964 -0.720 -1.177
C 2.676 0.378 -0.297
C 1.706 1.304 0.505
Br 0.355 0.330 1.528
C -0.246 -0.142 -2.632
N -0.462 0.790 -3.630
H 1.103 5.518 -5.359
H 2.295 3.505 -1.884
H 0.017 2.725 -5.377
H 1.792 2.281 -5.614
H 2.700 1.303 -3.014
H 2.713 -1.413 -1.636
H 1.240 -1.337 -0.589
H 3.290 1.043 -0.974
H 3.409 -0.108 0.406
H 1.199 2.090 -0.101
H 2.335 1.856 1.254
H -0.950 -0.867 -2.177
H -1.367 0.938 -4.098
F -2.810 -2.022 7.416
C -2.685 -1.673 6.133
C -3.799 -1.091 5.469
C -3.698 -0.717 4.154
C -2.481 -0.924 3.458
C -1.372 -1.520 4.142
C -1.497 -1.883 5.499
H -4.724 -0.947 6.014
H -4.539 -0.265 3.648
H -2.377 -0.626 2.399
H -0.436 -1.683 3.625
H -0.670 -2.322 6.031
O 0.614 -4.192 5.675
H 0.438 -4.473 6.583
Al 2.161 3.425 -6.945
Br -2.422 -3.254 3.257
N -3.193 -1.477 -3.432
O -2.961 -0.564 -4.270
O -2.377 -2.407 -3.292
O -4.221 -1.438 -2.748
O 0.879 -2.836 1.922
H -0.060 -2.662 1.790
H 0.936 -3.139 2.839
F 1.447 -1.253 -4.238
Ca 5.192 -0.955 0.466
Cl -2.927 1.048 1.936
F 1.201 -2.291 5.547
```

natural (NBO) analysis output, partial charges in e: atom 1 (O): -1.051, atom 2 (P): 2.264, atom 3 (O): -0.957, atom 4 (O): -0.982, atom 5 (C): -0.812, atom 6 (C): 0.351, atom 7 (N): -0.497, atom 8 (C): 0.265, atom 9 (C): -0.476, atom 10 (C): -0.376, atom 11 (C): -0.470, atom 12 (Br): 0.062, atom 13 (C): 0.069, atom 14 (N): -0.421, atom 15 (H): 0.507, atom 16 (H): 0.541, atom 17 (H): 0.306, atom 18 (H): 0.057, atom 19 (H): 0.444, atom 20 (H): 0.256, atom 21 (H): 0.279, atom 22 (H): 0.191, atom 23 (H): 0.093, atom 24 (H): 0.224, atom 25 (H): 0.230, atom 26 (H): 0.313, atom 27 (H): 0.502, atom 28 (F): -0.306, atom 29 (C): 0.437, atom 30 (C): -0.229, atom 31 (C): -0.201, atom 32 (C): -0.080, atom 33 (C): -0.145, atom 34 (C): -0.316, atom 35 (H): 0.240, atom 36 (H): 0.273, atom 37 (H): 0.311, atom 38 (H): 0.275, atom 39 (H): 0.291, atom 40 (O): -0.448, atom 41 (H): 0.446, atom 42 (Al): 0.933, atom 43 (Br): 0.096, atom 44 (N): 0.705, atom 45 (O): -0.635, atom 46 (O): -0.537, atom 47 (O): -0.499, atom 48 (O): -0.946, atom 49 (H): 0.470, atom 50 (H): 0.483, atom 51 (F): -0.897, atom 52 (Ca): 0.407, atom 53 (Cl): -0.669, atom 54 (F): -0.370

3.
Entry from the OMol25 dataset: BrH8LiO4 as an isolated structure at a distorted geometry (ωB97M-V/def2-TZVPD).

Results
- Highest occupied orbital energy: -9.69 eV
- Kohn-Sham gap: 8.32 eV
- LUMO level: -1.373 eV
- Strongest force on any atom: 5.8 eV/Å
- Relative energy (zero: lowest compared OMol25 entry of this formula, charge and spin): 8.6862 eV

The geometry in XYZ format:
```
14
BrH8LiO4 ωB97M-V/def2-TZVPD
Li 0.051 1.858 1.256
Br 0.130 0.460 0.073
O -2.419 0.320 -0.268
H -1.481 0.474 -0.157
H -2.697 -0.076 0.558
O 2.292 1.495 -0.684
H 2.048 1.652 -1.597
H 1.781 0.726 -0.429
O 0.567 -1.380 1.676
H 0.471 -0.719 2.362
H 0.168 -0.982 0.902
O -0.556 -1.258 -1.528
H -0.186 -0.530 -1.030
H -0.168 -2.040 -1.135
```

natural (NBO) analysis output, partial charges in e: atom 1 (Li): 0.936, atom 2 (Br): -0.527, atom 3 (O): -0.935, atom 4 (H): 0.371, atom 5 (H): 0.450, atom 6 (O): -0.962, atom 7 (H): 0.468, atom 8 (H): 0.423, atom 9 (O): -0.933, atom 10 (H): 0.439, atom 11 (H): 0.401, atom 12 (O): -0.931, atom 13 (H): 0.348, atom 14 (H): 0.452

4.
Entry from the OMol25 dataset: one molecule with the formula C3HF3 at a distorted geometry (ωB97M-V/def2-TZVPD).

Results
- SMILES: FC#CC(F)F
- Highest occupied orbital energy: -10.72 eV
- Kohn-Sham gap: 10.37 eV
- LUMO level: -0.343 eV
- Strongest force on any atom: 8.0 eV/Å
- Relative energy (zero: lowest compared OMol25 entry of this formula, charge and spin): 2.0029 eV

The geometry in XYZ format:
```
7
C3HF3 ωB97M-V/def2-TZVPD
C 0.091 0.423 0.483
C 1.318 0.864 0.556
C -0.797 -0.383 -0.329
F 2.285 1.383 1.162
F -1.761 -1.108 0.336
F -0.046 -1.399 -1.025
H -1.091 0.219 -1.182
```

natural (NBO) analysis output, partial charges in e: atom 1 (C): -0.255, atom 2 (C): 0.502, atom 3 (C): 0.497, atom 4 (F): -0.235, atom 5 (F): -0.315, atom 6 (F): -0.367, atom 7 (H): 0.173

5.
Entry from the OMol25 dataset: a 5-piece molecular cluster, C16H48N5O7 overall at a distorted geometry (ωB97M-V/def2-TZVPD).

Results
- Highest occupied orbital energy (spin up / spin down): -18.46 / -18.46 eV
- 2S+1: 2
- Kohn-Sham gap (spin up / spin down): 8.39 / 1.93 eV
- LUMO level (spin up / spin down): -10.071 / -16.526 eV
- Strongest force on any atom: 6.4 eV/Å
- Charge: +4

The geometry in XYZ format:
```
76
C16H48N5O7 ωB97M-V/def2-TZVPD
C -3.668 4.461 0.474
C -3.970 3.292 -0.430
C -4.870 3.684 -1.626
O -4.822 2.679 -2.637
C -5.459 2.954 -3.896
N -2.641 2.705 -0.934
H -2.790 1.993 -1.635
H -2.070 3.399 -1.395
H -2.006 2.382 -0.218
H -2.987 4.112 1.251
H -4.653 4.736 0.850
H -3.160 5.331 0.058
H -4.310 2.427 0.140
H -4.511 4.596 -2.103
H -5.791 4.033 -1.159
H -4.859 3.695 -4.425
H -6.483 3.308 -3.783
H -5.397 1.966 -4.352
C -2.961 -3.542 -1.524
C -2.091 -3.028 -0.397
C -1.403 -4.157 0.475
O -0.916 -3.593 1.666
C -0.383 -4.544 2.583
N -1.040 -2.029 -0.969
H -0.732 -1.386 -0.254
H -0.307 -2.456 -1.516
H -1.565 -1.463 -1.620
H -3.679 -2.799 -1.871
H -3.505 -4.363 -1.057
H -2.305 -3.949 -2.294
H -2.574 -2.440 0.384
H -0.574 -4.624 -0.057
H -2.152 -4.908 0.726
H -1.150 -5.246 2.909
H -0.026 -3.971 3.439
H 0.464 -5.114 2.202
C 2.556 4.532 -1.658
C 2.682 3.314 -2.636
C 3.496 2.049 -2.112
O 3.254 0.928 -2.968
C 3.853 -0.374 -2.636
N 1.281 2.810 -3.045
H 0.893 2.404 -2.206
H 0.724 3.522 -3.496
H 1.372 2.089 -3.746
H 2.114 4.204 -0.717
H 1.974 5.357 -2.070
H 3.506 4.998 -1.396
H 2.912 3.517 -3.681
H 3.423 1.767 -1.062
H 4.548 2.297 -2.250
H 4.937 -0.292 -2.561
H 3.449 -1.184 -3.243
H 3.556 -0.632 -1.619
C 4.299 -3.234 2.159
C 3.085 -2.627 2.831
C 2.666 -3.074 4.278
O 1.526 -2.209 4.551
C 0.999 -2.281 5.821
N 3.142 -1.123 2.662
H 2.176 -0.844 2.562
H 3.607 -0.716 3.460
H 3.512 -0.792 1.782
H 4.456 -2.831 1.158
H 4.137 -4.295 1.964
H 5.167 -3.091 2.802
H 2.184 -2.800 2.242
H 3.418 -3.082 5.067
H 2.220 -4.037 4.029
H 1.292 -3.140 6.425
H -0.035 -2.397 5.497
H 1.243 -1.408 6.426
N 0.425 1.136 0.071
O 1.288 0.392 0.583
O -0.681 0.753 -0.061
O 0.689 2.252 -0.209
```

Mulliken analysis output, partial charges in e: atom 1 (C): -1.364, atom 2 (C): 0.190, atom 3 (C): -0.725, atom 4 (O): -0.316, atom 5 (C): -0.755, atom 6 (N): -0.228, atom 7 (H): 0.384, atom 8 (H): 0.347, atom 9 (H): 0.242, atom 10 (H): 0.440, atom 11 (H): 0.387, atom 12 (H): 0.393, atom 13 (H): 0.328, atom 14 (H): 0.389, atom 15 (H): 0.416, atom 16 (H): 0.342, atom 17 (H): 0.323, atom 18 (H): 0.229, atom 19 (C): -1.306, atom 20 (C): 0.027, atom 21 (C): -0.866, atom 22 (O): -0.266, atom 23 (C): -0.397, atom 24 (N): -0.156, atom 25 (H): 0.201, atom 26 (H): 0.398, atom 27 (H): 0.382, atom 28 (H): 0.436, atom 29 (H): 0.408, atom 30 (H): 0.415, atom 31 (H): 0.311, atom 32 (H): 0.424, atom 33 (H): 0.481, atom 34 (H): 0.467, atom 35 (H): -0.266, atom 36 (H): 0.352, atom 37 (C): -1.272, atom 38 (C): 0.003, atom 39 (C): -0.591, atom 40 (O): -0.358, atom 41 (C): -0.511, atom 42 (N): -0.217, atom 43 (H): 0.073, atom 44 (H): 0.373, atom 45 (H): 0.397, atom 46 (H): 0.265, atom 47 (H): 0.432, atom 48 (H): 0.381, atom 49 (H): 0.476, atom 50 (H): 0.352, atom 51 (H): 0.523, atom 52 (H): 0.340, atom 53 (H): 0.324, atom 54 (H): -0.005, atom 55 (C): -1.366, atom 56 (C): 0.259, atom 57 (C): -0.557, atom 58 (O): -0.081, atom 59 (C): -0.525, atom 60 (N): -0.131, atom 61 (H): 0.312, atom 62 (H): 0.365, atom 63 (H): 0.304, atom 64 (H): 0.430, atom 65 (H): 0.412, atom 66 (H): 0.392, atom 67 (H): 0.088, atom 68 (H): 0.531, atom 69 (H): 0.450, atom 70 (H): 0.400, atom 71 (H): 0.320, atom 72 (H): 0.381, atom 73 (N): 1.332, atom 74 (O): -0.757, atom 75 (O): -0.920, atom 76 (O): -0.687

6.
Entry from the OMol25 dataset: a 2-piece molecular cluster, C5H8O2 overall (ωB97M-V/def2-TZVPD).

Results
- SMILES: C=CO[C@H]1CC1=O.[H][H]
- Highest occupied orbital energy: -9.35 eV
- Kohn-Sham gap: 9.85 eV
- LUMO level: 0.498 eV
- Strongest force on any atom: 0.6 eV/Å
- Relative energy (zero: lowest compared OMol25 entry of this formula, charge and spin): 4.1704 eV

The geometry in XYZ format:
```
15
C5H8O2 ωB97M-V/def2-TZVPD
C -2.308 0.283 0.222
C -1.108 0.840 0.309
O -0.279 0.580 1.371
C 1.068 0.428 1.055
C 1.588 -0.927 0.495
C 1.576 0.291 -0.329
O 1.743 0.791 -1.407
H -0.883 -0.904 -2.248
H -2.642 -0.431 0.966
H -2.980 0.557 -0.584
H -0.716 1.547 -0.421
H 1.719 0.905 1.785
H 2.511 -1.323 0.911
H 0.832 -1.670 0.241
H -0.233 -0.799 -2.595
```

natural (NBO) analysis output, partial charges in e: atom 1 (C): -0.476, atom 2 (C): 0.115, atom 3 (O): -0.490, atom 4 (C): -0.016, atom 5 (C): -0.565, atom 6 (C): 0.575, atom 7 (O): -0.469, atom 8 (H): -0.009, atom 9 (H): 0.210, atom 10 (H): 0.213, atom 11 (H): 0.188, atom 12 (H): 0.215, atom 13 (H): 0.247, atom 14 (H): 0.256, atom 15 (H): 0.005